Molecular formula: C40H70Cl4O18S4
Method: DFT, ωB97M-V with the def2-TZVPD basis set

Last column: Mulliken charge in e.
Positions of all 136 atoms, in Å:
O (6.5785, -6.3420, 2.6494)  -0.64
S (6.5770, -6.2817, 1.1906)  1.04
O (5.3741, -5.7499, 0.5899)  -0.61
C (7.8962, -5.0876, 0.5979)  -0.71
C (8.9769, -6.0259, -0.0262)  -0.67
C (8.3076, -7.2259, -0.5978)  -0.49
C (7.3504, -7.8221, 0.3907)  -0.64
H (8.2276, -4.5438, 1.4825)  0.38
H (7.4858, -4.4715, -0.2021)  0.35
H (9.5415, -5.3934, -0.7113)  0.32
H (9.6957, -6.3900, 0.7080)  0.34
H (9.0597, -7.9913, -0.7891)  0.31
H (7.7126, -6.6981, -1.3432)  0.30
H (7.9633, -8.3669, 1.1087)  0.35
H (6.5200, -8.4129, 0.0039)  0.38
O (6.0981, 11.1533, -1.4366)  -0.63
S (5.2380, 10.5211, -0.4148)  1.03
O (5.4885, 9.1508, 0.0183)  -0.63
C (5.1507, 11.5447, 1.1563)  -0.72
C (3.6053, 11.9659, 1.4149)  -0.54
C (3.0592, 12.1339, 0.0020)  -0.57
C (3.4124, 10.8264, -0.7895)  -0.74
H (5.6673, 12.4007, 0.7221)  0.34
H (5.7238, 11.0999, 1.9698)  0.41
H (3.1457, 11.1283, 1.9396)  0.31
H (3.4649, 12.8918, 1.9726)  0.30
H (3.4363, 12.9990, -0.5434)  0.33
H (1.9709, 12.1582, -0.0522)  0.32
H (3.1180, 10.8213, -1.8389)  0.43
H (3.0713, 10.0137, -0.1481)  0.36
O (-1.2197, 2.5797, -2.0939)  -0.62
S (-0.6778, 2.4642, -0.6741)  0.98
O (0.0608, 3.6587, -0.0783)  -0.63
C (-2.0287, 1.9907, 0.5419)  -0.61
C (-1.8931, 0.4726, 0.6459)  -0.66
C (-0.4197, 0.0449, 0.7525)  -0.57
C (0.2725, 0.8390, -0.4240)  -0.68
H (-2.9478, 2.3175, 0.0555)  0.38
H (-1.9338, 2.4170, 1.5405)  0.35
H (-2.3979, 0.0545, 1.5168)  0.36
H (-2.4099, 0.0084, -0.1941)  0.32
H (-0.3780, -1.0271, 0.5594)  0.31
H (-0.0103, 0.1897, 1.7523)  0.32
H (0.0502, 0.2305, -1.3007)  0.34
H (1.3420, 1.0488, -0.4134)  0.42
O (4.5748, 7.2574, -9.3012)  -0.64
S (3.6271, 7.1188, -8.1624)  1.03
O (2.6391, 8.1511, -7.8624)  -0.64
C (2.7616, 5.4891, -8.1799)  -0.66
C (3.5054, 4.6733, -7.1030)  -0.59
C (4.0620, 5.5096, -5.9893)  -0.53
C (4.5748, 6.7527, -6.6277)  -0.73
H (2.4629, 5.2250, -9.1944)  0.43
H (1.8095, 5.7619, -7.7246)  0.31
H (2.7508, 4.0454, -6.6294)  0.32
H (4.3101, 4.0905, -7.5513)  0.32
H (4.9018, 5.0751, -5.4470)  0.29
H (3.2618, 5.5270, -5.2494)  0.32
H (5.5040, 6.3879, -7.0656)  0.34
H (4.7111, 7.6192, -5.9806)  0.42
O (-9.3304, 2.1107, 3.7035)  -0.59
C (-9.5876, 0.9255, 3.3703)  0.48
C (-10.9039, 0.2138, 3.3493)  -0.34
C (-10.5721, -1.2154, 2.8240)  -0.56
C (-9.1688, -1.0819, 2.1879)  -0.29
O (-8.7034, 0.1977, 2.6072)  -0.32
H (-11.2427, 0.1456, 4.3831)  0.24
H (-11.6906, 0.6567, 2.7386)  0.26
H (-10.6133, -1.8851, 3.6830)  0.25
H (-11.3684, -1.6257, 2.2031)  0.36
H (-8.5313, -1.9218, 2.4638)  0.28
H (-9.3455, -1.3514, 1.1466)  0.23
O (-5.1978, -4.2191, -4.2564)  -0.59
C (-6.3436, -4.6412, -4.1737)  0.53
C (-6.7450, -6.0146, -4.3449)  -0.39
C (-8.1480, -5.8150, -5.0166)  -0.51
C (-8.6500, -4.5163, -4.5613)  -0.32
O (-7.4280, -3.8015, -4.1343)  -0.36
H (-6.0108, -6.6052, -4.8929)  0.28
H (-6.7230, -6.5437, -3.3922)  0.25
H (-8.0841, -5.7470, -6.1026)  0.25
H (-8.9169, -6.5620, -4.8197)  0.34
H (-8.9852, -3.9825, -5.4506)  0.22
H (-9.4226, -4.5014, -3.7926)  0.31
O (4.9375, -5.7437, -6.8003)  -0.53
C (4.1488, -5.8579, -5.9427)  0.56
C (3.1214, -5.0085, -5.1858)  -0.49
C (2.1147, -6.0739, -4.9295)  -0.50
C (2.9214, -7.2534, -4.4992)  -0.34
O (4.0634, -7.0929, -5.3765)  -0.36
H (3.5805, -4.4776, -4.3519)  0.26
H (2.8159, -4.2038, -5.8546)  0.27
H (1.3416, -5.7368, -4.2389)  0.35
H (1.5292, -6.2406, -5.8337)  0.25
H (3.1662, -7.1521, -3.4419)  0.23
H (2.3462, -8.1784, -4.5406)  0.30
O (-2.2611, -2.0932, 6.9056)  -0.57
C (-3.2213, -1.7577, 7.5432)  0.53
C (-3.3586, -1.1379, 8.8842)  -0.41
C (-4.8889, -0.7419, 8.8153)  -0.52
C (-5.5795, -1.7592, 7.9923)  -0.30
O (-4.4519, -2.2340, 7.1784)  -0.37
H (-3.0532, -1.7894, 9.7030)  0.28
H (-2.8770, -0.1947, 9.1422)  0.27
H (-5.2771, -0.7260, 9.8337)  0.32
H (-5.0212, 0.2712, 8.4355)  0.30
H (-6.0134, -2.6618, 8.4224)  0.27
H (-6.2417, -1.3046, 7.2554)  0.20
O (-0.7743, -10.7969, 0.5051)  -0.59
C (-1.3091, -9.8693, 1.0816)  0.51
C (-2.7714, -9.5748, 0.9947)  -0.31
C (-2.8695, -8.1734, 1.5536)  -0.55
C (-1.6435, -8.0765, 2.4716)  -0.38
O (-0.7162, -8.9364, 1.8348)  -0.35
H (-3.0207, -9.4380, -0.0576)  0.19
H (-3.3700, -10.3624, 1.4523)  0.31
H (-2.8100, -7.4002, 0.7876)  0.28
H (-3.7270, -7.9946, 2.2022)  0.31
H (-1.3858, -7.0175, 2.4568)  0.31
H (-1.8526, -8.4161, 3.4861)  0.28
Cl (6.1437, 1.9140, 2.6046)  -0.19
C (7.3246, 3.2013, 2.2136)  -0.45
C (8.7327, 2.8823, 2.5849)  -0.39
Cl (9.4759, 1.6492, 1.5720)  -0.18
H (6.9427, 4.1464, 2.5996)  0.32
H (7.1802, 3.2314, 1.1337)  0.28
H (9.0451, 2.6384, 3.6003)  0.33
H (9.3573, 3.7721, 2.5060)  0.28
Cl (-4.8707, 7.5254, 3.2001)  -0.21
C (-3.4850, 7.6522, 4.4270)  -0.54
C (-3.9881, 7.1312, 5.7303)  -0.37
Cl (-2.7114, 7.5566, 6.9769)  -0.20
H (-3.3127, 8.7250, 4.5132)  0.31
H (-2.5068, 7.3084, 4.0905)  0.38
H (-4.0466, 6.0550, 5.5681)  0.30
H (-4.9427, 7.6180, 5.9303)  0.33

relative energy (zero: lowest compared OMol25 entry of this formula, charge and spin): 29.7 kcal per mole
molar mass: 1109.06 g/mol
SMILES: O=S1(=O)CCCC1.O=S1(=O)CCCC1.O=S1(=O)CCCC1.O=S1(=O)CCCC1.O=C1CCCO1.O=C1CCCO1.O=C1CCCO1.O=C1CCCO1.O=C1CCCO1.ClCCCl.ClCCCl
E_HOMO: -9.964 eV



Molecular formula: C39H39Ge
Method: DFT, ωB97M-V with the def2-TZVPD basis set

Last column: Mulliken charge in e.
Positions of all 79 atoms, in Å:
C (-3.4842, -0.2438, 2.7925)  -0.60
C (-4.5627, 0.5390, 2.1201)  1.56
C (-5.4570, 1.1948, 2.9011)  -1.65
C (-4.6529, 0.5524, 0.5991)  -1.45
Ge (-2.9903, 0.4664, -0.4899)  1.16
C (-1.6353, 1.4002, 0.5237)  0.08
C (-0.6372, 0.6988, 1.2218)  -0.22
C (0.2441, 1.3850, 2.0710)  -0.42
C (0.1697, 2.7766, 2.1879)  -0.51
C (-0.7877, 3.4850, 1.4565)  -0.73
C (-1.6903, 2.8009, 0.6288)  -0.23
C (-2.4966, -1.3986, -0.7497)  0.10
C (-1.5020, -1.7149, -1.6908)  -0.39
C (-1.0294, -3.0279, -1.8076)  -0.60
C (-1.5482, -4.0382, -0.9876)  -0.51
C (-2.5766, -3.7352, -0.0856)  -0.62
C (-3.0999, -2.4354, -0.0166)  -0.34
C (-2.9434, 1.2572, -2.2635)  0.05
C (-1.8307, 2.0186, -2.6653)  -0.15
C (-1.7121, 2.4723, -3.9879)  -0.64
C (-2.7056, 2.1764, -4.9251)  -0.44
C (-3.8292, 1.4413, -4.5286)  -0.61
C (-3.9554, 0.9880, -3.2071)  -0.41
H (-3.3160, -1.2046, 2.2867)  0.04
H (-2.5304, 0.2999, 2.8086)  0.20
H (-3.7434, -0.4778, 3.8324)  0.04
H (-6.3890, 1.5888, 2.4894)  0.27
H (-5.1342, 1.5456, 3.8809)  0.68
H (-5.2364, -0.3121, 0.2480)  0.56
H (-5.1730, 1.4645, 0.2712)  0.41
H (-0.5551, -0.3880, 1.1156)  0.33
H (0.9837, 0.8173, 2.6417)  0.38
H (0.8603, 3.3045, 2.8471)  0.38
H (-0.8440, 4.5755, 1.5249)  0.38
H (-2.4381, 3.3652, 0.0621)  0.43
H (-1.0880, -0.9384, -2.3371)  0.37
H (-0.2507, -3.2586, -2.5384)  0.40
H (-1.1583, -5.0590, -1.0583)  0.36
H (-2.9804, -4.5131, 0.5681)  0.38
H (-3.9748, -2.2448, 0.6082)  0.37
H (-1.0409, 2.2512, -1.9464)  0.27
H (-0.8340, 3.0553, -4.2737)  0.38
H (-2.6023, 2.5189, -5.9564)  0.37
H (-4.6131, 1.2169, -5.2567)  0.37
H (-4.8357, 0.4106, -2.9126)  0.33
C (-7.7122, -5.2427, 3.1930)  -1.38
C (-7.1130, -3.9909, 3.7384)  1.18
C (-7.3976, -2.7429, 3.1649)  -0.81
C (-6.9234, -1.5806, 3.7505)  -0.43
C (-6.0666, -1.6084, 4.8883)  0.94
C (-5.6065, -0.4004, 5.5192)  -0.56
C (-4.9203, -0.4161, 6.7530)  -0.07
C (-4.6306, 0.6667, 7.5804)  -0.34
C (-3.9930, 0.5780, 8.8687)  0.70
C (-3.7163, 1.7604, 9.6145)  -0.65
C (-3.1029, 1.7084, 10.8542)  -0.57
C (-2.7389, 0.4823, 11.4312)  1.02
C (-2.0339, 0.4673, 12.7565)  -1.38
C (-3.0306, -0.6982, 10.7313)  -0.84
C (-3.6495, -0.6623, 9.4863)  -0.49
C (-5.7444, -2.8977, 5.4133)  -0.72
C (-6.2732, -4.0476, 4.8549)  -0.97
H (-7.3443, -6.1029, 3.7646)  0.36
H (-8.8116, -5.2426, 3.2521)  0.33
H (-7.4416, -5.3899, 2.1384)  0.34
H (-8.0391, -2.6843, 2.2810)  0.44
H (-7.1758, -0.6030, 3.3319)  0.32
H (-5.9700, 0.5497, 5.1395)  0.90
H (-4.5449, -1.3699, 7.1393)  0.08
H (-4.8668, 1.6781, 7.2385)  0.41
H (-3.9945, 2.7232, 9.1833)  0.35
H (-2.8716, 2.6261, 11.3954)  0.41
H (-1.8037, -0.5530, 13.0824)  0.36
H (-1.0896, 1.0276, 12.7038)  0.33
H (-2.6353, 0.9493, 13.5408)  0.34
H (-2.7485, -1.6563, 11.1709)  0.30
H (-3.8788, -1.5911, 8.9658)  0.35
H (-5.0788, -2.9880, 6.2730)  0.30
H (-6.0648, -5.0177, 5.3141)  0.31

total charge: +1
molar mass: 580.35 g/mol
E_HOMO: -10.671 eV



Molecular formula: C16H31N3O3
Method: DFT, ωB97M-V with the def2-TZVPD basis set

Last column: Mulliken charge in e.
Positions of all 53 atoms, in Å:
C (1.6866, 4.4510, -4.1744)  -1.18
C (1.4072, 2.9601, -4.3271)  -0.62
C (1.5829, 2.1768, -3.0253)  -0.38
C (0.5355, 2.5450, -1.9751)  -1.03
N (0.5270, 1.6219, -0.8480)  0.70
C (1.7386, 1.7074, -0.0330)  -1.20
C (2.7402, 0.5745, -0.2923)  -0.66
C (2.3774, -0.7428, 0.3901)  0.26
C (3.4470, -1.8023, 0.1511)  -1.55
C (-0.6943, 1.7127, -0.0615)  -1.60
C (-0.9895, 0.3401, 0.5556)  1.24
O (-0.9434, -0.6446, -0.4519)  -0.71
C (-2.3732, 0.3098, 1.2142)  -1.19
N (-2.6482, -1.0120, 1.7224)  0.32
C (-3.6330, -1.8371, 1.1543)  0.32
O (-4.4289, -1.4982, 0.3202)  -0.64
N (-3.5255, -3.0340, 1.7739)  -0.10
C (-2.4192, -3.1051, 2.7003)  1.52
C (-1.3199, -4.0470, 2.2032)  -1.62
C (-2.8775, -3.4680, 4.1116)  -1.67
C (-1.8969, -1.6647, 2.6484)  0.16
O (-0.9969, -1.2018, 3.3042)  -0.67
H (1.6400, 4.9441, -5.1427)  0.38
H (2.6784, 4.6113, -3.7568)  0.30
H (0.9566, 4.9216, -3.5211)  0.30
H (2.0933, 2.5485, -5.0709)  0.33
H (0.3911, 2.8176, -4.7018)  0.33
H (1.4885, 1.1104, -3.2405)  0.30
H (2.5852, 2.3588, -2.6352)  0.33
H (0.6980, 3.5813, -1.6345)  0.20
H (-0.4482, 2.4976, -2.4504)  0.46
H (1.4650, 1.6848, 1.0255)  0.52
H (2.2370, 2.6696, -0.2172)  0.42
H (2.8341, 0.4058, -1.3645)  0.24
H (3.7152, 0.9002, 0.0798)  0.41
H (1.4246, -1.1097, 0.0102)  0.05
H (2.2693, -0.5779, 1.4647)  0.25
H (3.5584, -1.9997, -0.9132)  0.33
H (3.1791, -2.7328, 0.6459)  0.41
H (4.4086, -1.4722, 0.5391)  0.37
H (-1.5226, 1.9622, -0.7295)  0.44
H (-0.6450, 2.4806, 0.7254)  0.32
H (-0.2390, 0.1075, 1.3254)  0.03
H (-0.3271, -0.3013, -1.1187)  0.40
H (-3.1522, 0.5200, 0.4772)  0.48
H (-2.4118, 1.0358, 2.0304)  0.24
H (-4.0642, -3.8340, 1.4916)  0.21
H (-0.4491, -3.9556, 2.8466)  0.35
H (-1.0340, -3.7809, 1.1878)  0.37
H (-1.6689, -5.0772, 2.2174)  0.42
H (-2.0571, -3.3089, 4.8060)  0.33
H (-3.7139, -2.8395, 4.4084)  0.38
H (-3.1857, -4.5100, 4.1547)  0.40

relative energy (zero: lowest compared OMol25 entry of this formula, charge and spin): 0.0 kcal per mole
molar mass: 313.44 g/mol
SMILES: CCCCN(CCCC)C[C@H](O)CN1C(=O)NC(C)(C)C1=O
E_HOMO: -8.906 eV



Molecular formula: C5H7N3
Method: DFT, ωB97M-V with the def2-TZVPD basis set

Last column: Mulliken charge in e.
Positions of all 15 atoms, in Å:
C (-1.6361, -1.4063, 0.5243)  -0.12
C (-0.2123, 0.3911, -0.1295)  0.48
C (0.9747, -0.2235, 0.4334)  -0.41
C (1.9555, 0.5804, -0.2626)  -0.56
C (-0.0518, 1.6181, -0.6717)  -0.64
H (-1.1824, -2.8183, 1.9896)  0.25
H (-2.6700, -1.5399, 0.5261)  0.41
H (-1.9787, 0.1461, -0.8013)  0.13
H (1.4437, -0.9761, 1.0538)  0.37
H (2.9730, 0.4631, -0.3221)  0.47
H (1.7880, 2.6530, -0.7994)  0.28
H (-0.7594, 1.9669, -1.3322)  0.30
N (-0.7554, -2.1498, 0.9900)  -0.55
N (-1.3618, -0.3667, -0.2947)  -0.18
N (1.4730, 1.6619, -0.9037)  -0.23

relative energy (zero: lowest compared OMol25 entry of this formula, charge and spin): 105.6 kcal per mole
molar mass: 109.13 g/mol
E_HOMO: -7.890 eV



Molecular formula: C2H7O2
Method: DFT, ωB97M-V with the def2-TZVPD basis set

Last column: Mulliken charge in e.
Positions of all 11 atoms, in Å:
O (0.4952, -2.3626, -1.4420)  -0.76
H (0.8111, -2.4651, -0.5462)  0.25
C (-0.5062, 0.1835, 0.1021)  -0.10
O (-0.5097, 0.0106, -1.2105)  -0.84
C (0.1915, 1.4711, 0.6323)  -1.02
H (-1.5964, 0.0880, 0.5861)  0.12
H (-0.0817, -0.6591, 0.7490)  0.04
H (-0.0078, -1.4678, -1.3132)  0.49
H (1.1751, 1.4674, 0.1516)  0.27
H (-0.4027, 2.3913, 0.5907)  0.25
H (0.4315, 1.3428, 1.7001)  0.30

total charge: -1
relative energy (zero: lowest compared OMol25 entry of this formula, charge and spin): 8.7 kcal per mole
molar mass: 63.08 g/mol
E_HOMO: -2.924 eV



Question: Among the records above, which one has the highest molar mass?
Answer: C40H70Cl4O18S4